[1]
Formula: C4H5BrO2
Source: OMol25
Level of theory: ωB97M-V/def2-TZVPD

Each line ends with the Löwdin charge.
Geometry (Å):
1 C -0.50116 -0.98875 0.76032  -0.003
2 C -1.24228 0.21873 1.27314  -0.446
3 O -2.12870 0.10299 2.10198  0.043
4 C -0.72501 1.59968 0.75848  -0.554
5 Br -1.39434 3.10970 1.73444  0.753
6 C 0.32725 1.61344 -0.10541  -0.225
7 O 0.87024 2.75076 -0.58146  0.007
8 H -0.05255 -1.48710 1.52934  0.067
9 H 0.27791 -0.72265 0.07277  0.046
10 H -1.10620 -1.66392 0.26428  0.073
11 H 0.78206 0.71477 -0.44024  0.093
12 H 1.46724 2.58617 -1.36820  0.145

Largest force on an atom: 0.056 Eh/bohr
SMILES: CC(=O)/C(Br)=C/O
HOMO level: -9.20 eV
LUMO level: 0.0065 hartree
Kohn-Sham gap: 9.4 eV
Energy above the lowest of the compared OMol25 structures with the same formula, charge and spin: 61.4 kJ/mol
Charge: 0

***

[2]
Formula: C5H8FFeO4
Source: OMol25
Level of theory: ωB97M-V/def2-TZVPD

Each line ends with the Löwdin spin population.
Geometry (Å):
1 C -0.78789 -1.50570 0.10448  0.037
2 O -0.47613 -0.86051 -1.11146  0.373
3 Fe -0.61087 -0.91917 -3.05287  5.106
4 C -2.07186 -0.99357 0.73192  0.015
5 H -0.87837 -2.58306 -0.10662  0.006
6 H 0.06143 -1.38578 0.79852  0.004
7 H -2.26827 -1.53397 1.66899  0.002
8 H -2.00577 0.07964 0.95525  0.000
9 H -2.92252 -1.15534 0.05421  0.001
10 C 0.53336 0.44500 -1.25984  0.043
11 O 1.72777 0.05280 -0.63901  0.019
12 C 2.02064 0.88639 0.42135  0.002
13 C 0.70270 1.58504 0.71756  0.002
14 O -0.00082 1.46265 -0.50725  0.026
15 O 0.55003 0.59088 -2.52444  0.362
16 F 2.97653 1.80602 0.01454  0.001
17 H 2.45388 0.31081 1.24611  0.001
18 H 0.15924 1.07484 1.52520  0.001
19 H 0.83691 2.64303 0.96339  0.000

Largest force on an atom: 0.087 Eh/bohr
HOMO level (spin up / spin down): -13.11 / -15.56 eV
<S²>: 12.0090
Spin multiplicity: 7
LUMO level (spin up / spin down): -0.1433 / -0.3161 hartree
Kohn-Sham gap (spin up / spin down): 9.2 / 7.0 eV
Energy above the lowest of the compared OMol25 structures with the same formula, charge and spin: 12.0 kJ/mol
Charge: +1

***

[3]
Formula: C4H22N2O7S
Source: OMol25
Level of theory: ωB97M-V/def2-TZVPD

Each line ends with the Löwdin charge.
Geometry (Å):
1 N 1.49716 1.74379 0.22384  0.028
2 C 0.29153 0.91589 0.27788  -0.434
3 C -0.49780 0.89769 -1.02937  -0.526
4 S -1.24684 2.50351 -1.40868  0.725
5 C 0.76997 -0.52057 0.66165  -0.105
6 N -0.30423 -1.30233 1.27150  0.065
7 C -1.14294 -2.06952 0.54722  -0.285
8 O -0.95633 -2.32321 -0.64504  -0.042
9 H 1.30531 2.71648 0.01174  0.079
10 H 2.14601 1.42304 -0.49605  0.074
11 H -0.36500 1.31289 1.05187  0.103
12 H 0.12048 0.57209 -1.86262  0.063
13 H -1.29305 0.15481 -0.98139  0.062
14 H -0.28038 3.00346 -2.20002  -0.145
15 H 1.56514 -0.41227 1.39969  0.118
16 H 1.20143 -1.03664 -0.18908  0.110
17 H -0.62094 -0.93058 2.14867  0.106
18 H -1.99458 -2.50215 1.07729  0.142
19 O -0.89017 1.07756 3.52724  -0.085
20 H -1.26548 1.84307 3.98926  0.070
21 H 0.04725 1.32617 3.33373  -0.004
22 O 0.99455 -1.85473 -2.53760  -0.073
23 H 0.37917 -1.96694 -1.77894  0.002
24 H 0.49672 -2.22648 -3.27278  0.043
25 O 2.79686 0.20260 -2.38562  -0.082
26 H 2.15568 -0.54595 -2.43875  -0.009
27 H 3.21903 0.33003 -3.23118  0.029
28 O 1.59430 1.83534 3.03638  -0.068
29 H 1.76755 1.88563 2.06814  0.015
30 H 2.34051 1.36250 3.43319  0.073
31 O -2.70134 0.02686 1.64973  -0.080
32 H -3.51450 0.53976 1.53895  0.054
33 H -2.10507 0.49639 2.28966  0.005
34 O -1.60917 -3.03918 -3.26882  -0.069
35 H -1.51647 -2.90800 -2.29841  0.005
36 H -2.38437 -2.53099 -3.51328  0.037

Largest force on an atom: 0.018 Eh/bohr
SMILES: N[C@@H](CS)CNC=O.O.O.O.O.O.O
HOMO level: -9.16 eV
LUMO level: 0.0157 hartree
Kohn-Sham gap: 9.6 eV
Energy above the lowest of the compared OMol25 structures with the same formula, charge and spin: 0.0 kJ/mol
Charge: 0

***

[4]
Formula: C4H14N3
Source: OMol25
Level of theory: ωB97M-V/def2-TZVPD

Each line ends with the Löwdin charge.
Geometry (Å):
1 C 0.44248 0.61543 3.10729  -0.179
2 C 1.04251 1.80322 2.32911  -0.156
3 H -0.56767 0.78785 3.47389  0.063
4 H 0.31012 -0.28680 2.48673  0.047
5 H 1.05004 0.26075 3.93956  0.067
6 H 0.30460 2.03252 1.55668  0.031
7 H 1.97986 1.54445 1.85006  0.059
8 H 1.08758 2.54645 3.12043  0.072
9 C -1.06332 -2.34263 -1.47791  -0.018
10 C -0.13846 -0.06782 -1.18394  -0.428
11 N -0.02910 -1.31668 -1.57841  0.055
12 N -1.09971 0.39919 -0.37021  0.209
13 N 0.92567 0.74232 -1.31836  0.205
14 H 0.75334 -1.55037 -2.16898  0.163
15 H -1.89176 -0.14326 -0.02776  0.133
16 H -1.35598 1.36434 -0.55697  0.140
17 H 1.60375 0.62862 -2.04829  0.129
18 H 1.09568 1.52701 -0.71300  0.115
19 H -1.47436 -2.30292 -0.46664  0.090
20 H -0.60233 -3.30075 -1.66649  0.102
21 H -1.92867 -2.13322 -2.10591  0.102

Largest force on an atom: 0.042 Eh/bohr
HOMO level: -14.73 eV
LUMO level: -0.1140 hartree
Kohn-Sham gap: 11.6 eV
Energy above the lowest of the compared OMol25 structures with the same formula, charge and spin: 52.5 kJ/mol
Charge: +1